Record 1
Molecular formula: C25H31BO2S
Method: DFT, wB97M-V/def2-TZVPD

Cartesian coordinates (Å):
B1 0.712 -2.946 0.036
H1 3.191 4.019 -1.933
H2 -2.611 -2.984 -3.533
H3 3.464 -5.072 2.240
H4 -3.907 3.309 2.408
H5 2.653 -0.792 0.721
C1 -1.370 -0.099 -0.783
H6 4.330 -3.417 -1.219
H7 4.279 -1.466 1.031
H8 1.830 -3.043 3.686
C2 -3.998 3.948 0.347
C3 2.396 -2.614 2.850
H9 2.801 2.304 1.383
H10 -3.729 4.635 -1.686
H11 1.779 -5.217 2.769
C4 -0.281 1.954 -0.114
C5 0.668 1.933 1.005
C6 2.145 2.695 -0.647
O1 1.837 -2.974 -0.730
C7 2.876 -2.943 0.279
C8 3.400 3.207 -1.231
H12 -0.649 0.683 -0.305
H13 2.193 -5.572 1.079
H14 -1.622 2.351 2.201
C9 -2.098 2.836 1.346
C10 -3.377 3.368 1.456
C11 -1.992 3.583 -0.963
H15 4.833 -3.836 0.433
H16 -0.106 -1.945 -0.253
H17 4.043 3.580 -0.431
C12 -2.504 -2.180 -2.800
C13 3.984 -3.825 -0.261
H18 -1.028 -3.329 -1.810
C14 -3.274 4.108 -0.843
H19 -4.442 0.569 -2.169
C15 -5.423 4.380 0.430
C16 2.422 -4.920 1.932
H20 3.936 2.419 -1.773
C17 3.404 -1.508 0.366
S1 0.714 2.525 -1.536
O2 0.735 -3.364 1.325
C18 -3.558 -0.060 -2.038
H21 -5.537 5.211 1.134
H22 3.641 -4.850 -0.435
H23 0.351 1.644 2.005
H24 3.726 -1.176 -0.630
H25 -5.778 4.703 -0.551
H26 2.059 -1.578 2.714
H27 -6.070 3.569 0.782
H28 -4.114 -1.184 -3.746
C19 1.968 2.282 0.679
C20 2.158 -3.455 1.607
C21 -0.989 -1.415 -0.946
C22 -1.507 -2.348 -1.838
H29 -3.048 1.147 -0.402
C23 -3.411 -1.131 -2.913
C24 -1.438 2.854 0.098
H30 3.458 -2.618 3.125
H31 -1.454 3.707 -1.908
C25 -2.670 0.338 -1.040

Summary:
- HOMO-LUMO gap (eV) = 5.169
- multiplicity = 1

Löwdin population analysis, charges in e, atoms 1 to 2:
1. B -0.476
2. H 0.076

Record 2
Molecular formula: C3H6N3O2S
Method: DFT, wB97M-V/def2-TZVPD

Cartesian coordinates (Å):
C1 0.796 -0.680 -0.288
S1 -4.021 -0.002 0.013
H1 -1.048 -0.047 0.440
C2 2.021 -0.039 -0.317
N1 1.770 1.292 -0.009
H2 2.947 -0.381 -0.615
H3 -0.092 2.414 0.434
O1 -2.680 0.094 0.409
O2 -4.470 0.942 -0.903
H4 2.586 1.935 0.314
N2 -4.660 -1.254 0.521
C3 0.457 1.441 0.280
H5 0.658 -1.586 -0.616
H6 -5.549 -1.427 0.072
N3 -0.069 0.233 0.212

Summary:
- HOMO-LUMO gap (eV) = 10.526
- multiplicity = 1
- total charge = +1

Löwdin population analysis, charges in e, atoms 1 to 2:
1. C 0.003
2. S 0.696

Record 3
Molecular formula: C3H9N2O
Method: DFT, wB97M-V/def2-TZVPD

Cartesian coordinates (Å):
H1 0.137 2.621 -1.035
O1 -1.151 -0.295 0.974
C1 0.087 -0.536 0.249
H2 2.008 -0.872 0.435
H3 1.184 -1.256 1.806
N1 1.203 -0.575 1.072
H4 -1.194 1.740 -0.099
H5 -0.428 0.343 -1.831
H6 -1.607 -1.767 -0.558
C2 -0.978 -1.579 0.301
H7 -0.975 -2.421 1.011
C3 0.195 0.465 -0.929
H8 0.506 1.897 0.476
N2 -0.141 1.873 -0.419
H9 1.154 0.360 -1.452

Summary:
- HOMO-LUMO gap (eV) = 10.362
- multiplicity = 1
- total charge = +1
- SMILES = N[C@@]1(C[NH3+])CO1

Löwdin population analysis, charges in e, atoms 1 to 2:
1. H 0.156
2. O -0.044

Record 4
Molecular formula: C2H6N2OS
Method: DFT, wB97M-V/def2-TZVPD

Cartesian coordinates (Å):
S1 -2.848 0.075 0.030
N1 -0.521 1.351 0.365
H1 -0.742 -1.605 -0.790
H2 0.889 1.571 -1.114
C1 -1.170 0.207 0.017
H3 1.830 -0.462 -0.141
H4 -1.130 2.164 0.341
H5 0.979 -0.910 1.378
C2 1.009 -1.083 0.294
N2 -0.299 -0.808 -0.325
H6 1.234 -2.137 0.103
O1 0.769 1.637 -0.157

Summary:
- HOMO-LUMO gap (eV) = 9.013
- multiplicity = 1
- SMILES = CNC(=S)NO

Löwdin population analysis, charges in e, atoms 1 to 2:
1. S 0.560
2. N -0.043

Record 5
Molecular formula: C18H54BNO7PS
Method: DFT, wB97M-V/def2-TZVPD

Cartesian coordinates (Å):
H1 -3.074 -8.179 1.707
H2 4.364 -1.069 -8.880
H3 -3.102 4.598 5.056
O1 5.905 -0.166 -6.858
C1 2.153 -4.351 4.192
H4 2.830 -5.095 3.766
H5 -3.928 -7.340 3.914
H6 -2.039 6.293 -0.883
H7 -3.209 -0.554 0.170
C2 -1.397 2.390 3.014
C3 5.046 -0.259 -9.140
H8 -1.139 0.357 -3.441
O2 -1.399 3.848 0.046
H9 -3.109 6.481 6.705
H10 -1.186 1.283 0.873
H11 -1.831 2.891 3.868
H12 3.125 0.144 -3.433
H13 0.387 4.862 0.321
H14 4.418 1.040 -7.536
C4 -0.971 6.083 -0.829
H15 3.217 0.093 -5.737
H16 0.672 -5.770 4.868
C5 -3.349 -6.695 3.257
H17 -1.091 5.165 4.041
S1 -1.908 -2.674 1.722
H18 0.340 -0.950 1.985
H19 -1.711 2.900 2.113
H20 6.728 -0.548 -7.180
H21 -0.499 -1.225 -3.754
H22 0.502 -0.068 -2.891
C6 -0.686 5.074 0.265
H23 -1.876 -6.874 1.686
H24 5.256 0.754 -4.596
H25 0.820 -5.879 2.554
C7 -2.472 -7.521 2.334
C8 4.638 1.521 -4.125
O3 2.668 0.779 -5.339
H26 -1.568 -2.955 -2.143
C9 -0.511 -0.422 -3.021
C10 -1.737 0.512 1.408
C11 -2.358 6.433 5.916
H27 4.713 2.420 -4.736
H28 -3.929 0.437 1.440
H29 -1.779 -8.129 2.915
H30 2.211 -3.460 3.564
H31 -2.057 -5.262 3.539
H32 0.056 -4.131 4.650
H33 -3.219 1.164 -0.018
O4 -1.892 5.567 3.686
H34 -0.974 -3.576 2.134
H35 -2.744 -2.122 -1.135
H36 -0.662 5.697 -1.804
H37 -1.119 3.494 -0.805
N1 -1.119 -0.891 -1.760
H38 -2.680 -1.762 -2.831
H39 -3.752 6.066 4.314
C12 -2.063 -2.001 -1.972
C13 5.336 0.600 -7.924
O5 1.137 -1.290 -0.921
H40 -1.448 5.995 6.333
C14 -3.128 0.378 0.720
H41 -1.258 0.264 3.547
H42 6.018 1.415 -8.185
H43 4.598 0.333 -9.939
P1 -0.789 -1.011 1.148
B1 -0.189 -1.093 -0.725
O6 -2.574 -5.846 4.103
C15 3.200 1.052 -4.046
H44 1.603 -1.530 -0.100
H45 2.508 -4.097 5.190
C16 -2.856 5.619 4.738
C17 -1.826 0.924 2.896
H46 -2.117 7.448 5.600
H47 -1.013 5.452 1.232
O7 0.245 -5.202 2.928
C18 0.733 -4.880 4.239
H48 -2.864 0.862 3.204
H49 2.566 1.819 -3.598
H50 5.041 1.735 -3.134
H51 5.963 -0.713 -9.521
H52 -0.309 2.419 3.014
H53 -4.049 -6.086 2.674
H54 -0.439 7.017 -0.646

Summary:
- HOMO-LUMO gap (eV) = 8.794
- multiplicity = 1
- total charge = +1

Löwdin population analysis, charges in e, atoms 1 to 2:
1. H 0.076
2. H 0.075

Record 6
Molecular formula: C19H43BiOP3S
Method: DFT, wB97M-V/def2-TZVPD

Cartesian coordinates (Å):
C1 -1.809 -1.006 5.556
C2 -2.418 2.262 3.208
P1 0.762 1.160 -1.411
H1 -0.832 4.081 1.157
H2 -1.801 -2.078 5.753
H3 2.203 -2.452 -0.185
H4 1.643 1.081 4.619
H5 -1.617 3.569 -0.361
H6 1.659 3.180 -2.432
H7 -1.311 -1.194 -3.422
C3 0.504 -3.766 -5.261
H8 3.982 -0.134 1.489
C4 -3.586 1.412 0.706
H9 -1.486 2.017 -1.906
H10 2.950 0.119 -1.621
H11 -2.655 1.309 3.714
H12 1.998 3.554 1.375
H13 -1.207 -5.962 -7.264
H14 0.804 3.530 -0.899
H15 3.785 1.272 0.411
H16 1.514 -2.834 1.488
H17 1.466 -3.652 -4.751
H18 -1.543 2.692 3.720
C5 2.003 0.069 -2.188
C6 0.216 -4.927 -5.983
H19 -0.572 1.651 -3.408
C7 2.448 0.750 3.945
H20 -2.705 -3.976 -7.433
H21 4.532 1.489 2.049
C8 -1.824 -3.918 -6.784
H22 -0.782 -2.967 0.534
C9 1.493 2.832 -1.402
H23 -2.613 4.284 0.965
H24 2.186 0.371 -3.231
P2 2.129 1.257 2.224
H25 0.935 -5.765 -5.990
H26 -3.906 0.476 1.190
C10 -0.510 -0.589 4.895
Bi1 0.051 0.138 0.913
H27 0.357 -0.797 5.551
H28 -4.372 2.179 0.828
H29 -0.467 -2.148 3.714
H30 -3.428 1.201 -0.364
H31 1.657 -0.980 -2.192
C11 0.059 -2.663 -0.077
H32 -0.141 -2.547 -1.135
O1 -0.280 -1.187 3.600
H33 2.494 -0.346 4.018
H34 -2.160 -1.878 -6.166
C12 2.117 3.086 2.364
C13 3.765 0.945 1.463
S1 -0.118 -1.374 -4.199
H35 3.412 1.198 4.245
H36 -3.266 2.966 3.290
C14 1.320 -2.615 0.435
H37 2.454 2.802 -0.866
C15 -0.441 -2.715 -5.187
H38 -1.279 0.337 -2.409
C16 -0.978 -5.032 -6.718
H39 1.273 3.407 2.992
H40 -0.495 0.504 4.765
H41 3.069 3.403 2.825
H42 -1.839 -0.457 6.502
P3 -2.001 1.963 1.453
H43 -2.722 -0.778 4.996
C17 -1.541 -2.761 -6.058
C18 -0.783 1.317 -2.382
C19 -1.747 3.633 0.733

Summary:
- HOMO-LUMO gap (eV) = 4.581
- multiplicity = 1
- total charge = +3

Löwdin population analysis, charges in e, atoms 1 to 2:
1. C -0.060
2. C -0.228

> Look up the HOMO-LUMO gap of the first one.

5.169 eV

> Number 5 is which compound?

C18H54BNO7PS